Record 1
Density functional theory data (ωB97M-V/def2-TZVPD) for a 3-piece molecular cluster, C27H28BI2NO8 overall.

Values from the calculation:
Frontier orbital gap ... 7.63 eV
Molar mass ... 759.14 g/mol
E ... -63204.5603 eV
Lowest unoccupied orbital energy ... -0.448 eV
Largest force on an atom ... 0.9 eV/Å
SMILES ... CCNc1cccc2c1C(=O)c1c(B(O)O)ccc(/C(I)=C(/C)I)c1C2=O.O=C1CCCO1.O=C1CCCO1

Structure (ORCA input):
```
! RIJCOSX wB97M-V def2-TZVPD def2/J DEFGRID3
* xyz 0 1
C -2.418 0.725 -1.545
C -1.529 -0.263 -2.281
N -0.674 -1.098 -1.425
C 0.089 -0.407 -0.474
C 1.185 0.348 -0.910
C 1.988 1.040 -0.018
C 1.722 0.997 1.349
C 0.627 0.278 1.790
C -0.201 -0.421 0.897
C -1.352 -1.140 1.461
O -1.761 -2.195 1.031
C -1.990 -0.485 2.626
C -3.372 -0.538 2.823
B -4.376 -1.267 1.835
O -4.551 -2.628 1.917
O -5.150 -0.577 0.950
C -3.894 0.093 3.952
C -3.089 0.761 4.867
C -1.710 0.799 4.666
C -0.876 1.491 5.673
I -0.307 3.474 5.284
C -0.480 0.944 6.812
C 0.335 1.613 7.879
I -0.995 -1.073 7.206
C -1.164 0.192 3.535
C 0.299 0.235 3.236
O 1.145 0.223 4.089
H -1.860 1.417 -0.920
H -2.929 1.332 -2.292
H -3.197 0.224 -0.977
H -0.891 0.225 -3.010
H -2.175 -0.945 -2.829
H -1.166 -1.879 -1.019
H 1.397 0.383 -1.965
H 2.828 1.588 -0.414
H 2.369 1.517 2.038
H -3.750 -3.010 2.294
H -5.904 -1.122 0.701
H -4.960 0.074 4.135
H -3.534 1.227 5.731
H 1.278 1.983 7.495
H -0.259 2.425 8.294
H 0.491 0.915 8.692
O 2.980 -1.177 -2.936
C 3.460 -2.116 -2.372
C 4.925 -2.362 -2.065
C 4.945 -3.847 -1.710
C 3.542 -4.053 -1.154
O 2.712 -3.125 -1.872
H 5.209 -1.734 -1.219
H 5.542 -2.121 -2.926
H 5.729 -4.130 -1.010
H 5.074 -4.440 -2.617
H 3.478 -3.818 -0.089
H 3.163 -5.059 -1.315
O -0.023 3.766 -3.701
C 0.179 3.130 -4.692
C 0.186 3.626 -6.126
C 0.095 2.329 -6.927
C 0.770 1.335 -5.990
O 0.476 1.807 -4.665
H 1.123 4.155 -6.303
H -0.653 4.294 -6.302
H 0.562 2.375 -7.909
H -0.952 2.055 -7.065
H 1.854 1.314 -6.115
H 0.383 0.324 -6.096
*
```

Record 2
Density functional theory data (ωB97M-V/def2-TZVPD) for C27H28BrCaO6Te as an isolated structure.

Values from the calculation:
Frontier orbital gap ... 6.50 eV
Molar mass ... 696.10 g/mol
E ... -136518.4923 eV
Lowest unoccupied orbital energy ... 1.979 eV
Largest force on an atom ... 0.2 eV/Å
Energy relative to the best compared isomer or geometry (same formula, charge and spin) ... 5.1 kcal per mole

Structure (ORCA input):
```
! RIJCOSX wB97M-V def2-TZVPD def2/J DEFGRID3
* xyz -1 1
Ca -1.869 -1.376 1.139
O -4.973 -4.020 5.898
C -4.300 -3.531 5.026
C -3.742 -4.251 3.805
O -3.910 -5.421 3.531
C -2.999 -3.234 3.045
C -3.033 -2.001 3.726
O -2.449 -0.931 3.277
C -3.851 -2.083 4.931
O -4.145 -1.184 5.698
O -2.402 -3.405 1.917
C 3.810 0.184 -4.683
C 2.963 -1.086 -4.522
C 2.053 -1.209 -5.744
C 3.890 -2.309 -4.492
C 2.167 -1.010 -3.221
C 0.786 -1.041 -3.177
C 0.146 -0.967 -1.952
Br -1.773 -1.018 -1.952
C 0.784 -0.864 -0.707
O 0.117 -0.788 0.405
C 2.214 -0.836 -0.764
C 2.838 -0.905 -1.997
C 3.021 -0.724 0.533
C 2.752 -1.943 1.428
C 4.529 -0.677 0.270
C 2.645 0.568 1.275
H 4.393 0.141 -5.608
H 4.506 0.307 -3.852
H 3.171 1.069 -4.718
H 2.660 -1.259 -6.650
H 1.386 -0.349 -5.835
H 1.443 -2.113 -5.700
H 4.471 -2.371 -5.416
H 3.310 -3.227 -4.386
H 4.590 -2.257 -3.656
H 0.189 -1.124 -4.074
H 3.919 -0.881 -2.021
H 3.047 -2.862 0.916
H 1.700 -2.016 1.690
H 3.335 -1.865 2.349
H 4.884 -1.580 -0.232
H 5.052 -0.600 1.225
H 4.811 0.190 -0.333
H 1.584 0.584 1.516
H 2.877 1.439 0.658
H 3.217 0.644 2.203
C -2.842 1.970 2.703
Te -4.284 0.710 1.763
C -4.590 2.383 0.448
C -3.983 3.574 1.147
C -4.246 4.873 0.717
C -3.678 5.961 1.359
C -2.835 5.758 2.444
C -2.569 4.470 2.878
C -3.138 3.371 2.238
H -1.836 1.656 2.425
H -2.946 1.841 3.777
H -5.655 2.529 0.270
H -4.103 2.197 -0.509
H -4.907 5.028 -0.128
H -3.895 6.965 1.017
H -2.391 6.603 2.955
H -1.917 4.307 3.728
*
```

Record 3
Density functional theory data (ωB97M-V/def2-TZVPD) for C27H28Cl4N4NiO9S2 as an isolated structure.

Values from the calculation:
Frontier orbital gap (alpha / beta) ... 6.00 / 6.01 eV
Molar mass ... 817.18 g/mol
E ... -165648.2136 eV
Lowest unoccupied orbital energy (alpha / beta) ... 3.636 / 3.636 eV
Largest force on an atom ... 1.6 eV/Å

Structure (ORCA input):
```
! RIJCOSX wB97M-V def2-TZVPD def2/J DEFGRID3
* xyz -2 1
Ni 0.299 -2.595 0.796
O -5.034 -4.256 2.834
C -3.878 -3.627 2.471
C -3.779 -2.915 1.278
C -2.575 -2.308 0.966
N -1.526 -2.398 1.775
C -1.600 -3.089 2.908
C -2.775 -3.694 3.317
C -0.233 -3.229 3.611
O -0.198 -3.465 4.814
O 0.745 -3.083 2.830
C -2.267 -1.536 -0.319
O -3.170 -0.911 -0.878
O -1.054 -1.575 -0.662
H -5.604 -4.302 2.056
H -4.602 -2.859 0.580
H -2.805 -4.259 4.235
C 1.007 5.755 -1.131
C 1.160 4.296 -0.652
C 1.142 3.420 -1.904
C 2.528 4.191 0.031
C 0.034 3.936 0.381
O -0.084 5.047 1.289
C -1.382 3.742 -0.222
C -1.854 2.364 -0.716
C -1.621 2.057 -2.168
C -2.003 2.951 -3.163
C -1.797 2.665 -4.501
C -1.226 1.452 -4.843
Cl -0.958 1.099 -6.522
C -0.878 0.527 -3.878
C -1.071 0.838 -2.543
C 0.380 2.820 1.403
N 0.744 1.505 0.959
C 0.377 0.338 1.520
N 0.993 -0.653 0.917
C 1.753 -0.049 -0.022
N 1.636 1.253 -0.008
H 1.699 5.916 -1.955
H 1.258 6.466 -0.345
H 0.005 5.966 -1.501
H 2.041 3.611 -2.486
H 0.282 3.644 -2.527
H 1.132 2.369 -1.644
H 3.293 4.623 -0.610
H 2.782 3.151 0.207
H 2.523 4.738 0.972
H -0.438 5.791 0.791
H -1.511 4.473 -1.023
H -2.057 4.035 0.590
H -2.937 2.317 -0.561
H -1.430 1.564 -0.115
H -2.472 3.892 -2.903
H -2.079 3.370 -5.269
H -0.465 -0.431 -4.149
H -0.829 0.088 -1.802
H -0.501 2.711 2.043
H 1.186 3.224 2.025
H -0.309 0.243 2.340
H 2.378 -0.571 -0.719
C 5.917 -3.771 1.025
O 4.628 -3.958 0.496
C 3.759 -2.926 0.539
S 4.181 -1.490 1.257
S 2.348 -3.273 -0.334
H 6.367 -4.762 1.096
H 5.858 -3.301 2.011
H 6.509 -3.129 0.362
Cl 0.803 -7.151 -0.697
C 0.087 -6.730 0.862
Cl -0.693 -8.169 1.507
Cl 1.359 -6.199 1.967
C -0.970 -5.511 0.630
O -2.141 -5.785 0.791
O -0.382 -4.485 0.293
*
```

Record 4
Density functional theory data (ωB97M-V/def2-TZVPD) for C27H28ClFeN2 as an isolated structure.

Values from the calculation:
Frontier orbital gap (alpha / beta) ... 3.30 / 5.11 eV
Molar mass ... 471.83 g/mol
E ... -78336.8269 eV
Lowest unoccupied orbital energy (alpha / beta) ... 2.458 / 2.434 eV
Largest force on an atom ... 2.6 eV/Å

Structure (ORCA input):
```
! RIJCOSX wB97M-V def2-TZVPD def2/J DEFGRID3
* xyz -1 5
C -1.741 -3.309 0.279
N -1.701 -2.401 -0.859
C -0.575 -1.803 -1.347
H -0.536 0.980 0.874
C 0.842 -2.130 -1.167
C 1.581 -2.450 -2.334
C 2.874 -2.942 -2.193
Cl 3.778 -3.462 -3.558
C 3.458 -3.000 -0.911
C 2.797 -2.478 0.205
C 1.471 -2.081 0.088
N -1.009 -0.740 -2.073
C -0.212 0.403 -2.460
C -2.318 -1.000 -2.496
C -2.772 -2.088 -1.733
C -3.763 -2.943 -2.206
C -4.125 -2.763 -3.542
C -3.665 -1.668 -4.304
C -2.835 -0.705 -3.744
H -2.790 -3.466 0.568
H -1.284 -4.276 0.042
H -1.224 -2.890 1.164
H 1.134 -2.363 -3.322
H 4.454 -3.392 -0.824
H 3.298 -2.410 1.171
H 0.902 -1.697 0.946
H -0.866 1.180 -2.876
H 0.287 0.848 -1.588
H 0.557 0.138 -3.187
H -4.239 -3.673 -1.535
H -4.786 -3.485 -4.028
H -3.966 -1.571 -5.350
H -2.547 0.237 -4.223
C -2.495 1.568 0.678
C -1.259 1.324 1.566
C -0.485 2.428 2.226
C -0.066 2.623 3.634
C 0.669 3.880 3.709
C 0.677 4.480 2.389
C -0.009 3.582 1.491
Fe 1.492 2.652 2.430
C 3.043 2.565 1.227
C 2.489 1.234 1.446
C 2.497 0.984 2.883
C 3.060 2.153 3.538
C 3.409 3.114 2.514
H -3.009 0.619 0.480
H -3.212 2.268 1.104
H -2.137 1.972 -0.270
H -1.435 0.491 2.261
H -0.292 1.962 4.464
H 1.051 4.338 4.602
H 1.043 5.475 2.119
H -0.245 3.734 0.439
H 3.221 3.011 0.254
H 2.191 0.538 0.671
H 2.205 0.056 3.369
H 3.241 2.271 4.606
H 3.878 4.078 2.691
*
```

Record 5
Density functional theory data (ωB97M-V/def2-TZVPD) for the molecule C27H28ClN3O5.

Values from the calculation:
Frontier orbital gap ... 9.27 eV
Molar mass ... 509.99 g/mol
E ... -55685.6971 eV
Lowest unoccupied orbital energy ... 0.530 eV
Largest force on an atom ... 0.6 eV/Å
SMILES ... CCN1C(=O)[C@H]2[C@@H](c3ccc(Cl)cc3)N3C(=O)CN(CCOC)C(=O)[C@@]3(Cc3ccccc3)[C@H]2C1=O

Structure (ORCA input):
```
! RIJCOSX wB97M-V def2-TZVPD def2/J DEFGRID3
* xyz 0 1
C -0.935 4.437 -1.267
C 0.115 4.081 -2.312
N 0.687 2.778 -2.035
C 1.682 2.589 -1.112
O 2.203 3.463 -0.470
C 2.078 1.112 -1.153
C 2.088 0.363 0.196
C 2.065 1.287 1.390
C 0.913 1.996 1.708
C 0.887 2.853 2.789
C 2.028 3.005 3.560
Cl 2.003 4.076 4.912
C 3.186 2.309 3.258
C 3.196 1.451 2.174
N 0.890 -0.465 0.151
C 0.359 -0.992 1.273
O 0.978 -1.176 2.298
C -1.134 -1.282 1.144
N -1.783 -0.245 0.371
C -3.156 0.097 0.680
C -4.116 -0.834 -0.081
O -3.910 -2.199 0.194
C -4.507 -2.657 1.385
C -1.203 0.307 -0.709
O -1.665 1.258 -1.311
C 0.122 -0.373 -1.079
C -0.226 -1.755 -1.704
C 0.655 -2.879 -1.226
C 2.040 -2.800 -1.308
C 2.834 -3.833 -0.846
C 2.257 -4.969 -0.305
C 0.878 -5.068 -0.238
C 0.086 -4.029 -0.693
C 1.008 0.462 -2.025
C 0.300 1.633 -2.709
O -0.321 1.604 -3.734
H -0.469 4.528 -0.288
H -1.690 3.656 -1.234
H -1.407 5.381 -1.523
H -0.331 4.022 -3.306
H 0.928 4.812 -2.305
H 3.070 1.073 -1.610
H 2.969 -0.287 0.266
H 0.023 1.887 1.103
H -0.008 3.404 3.032
H 4.068 2.436 3.866
H 4.096 0.904 1.939
H -1.546 -1.277 2.156
H -1.299 -2.277 0.722
H -3.308 0.030 1.758
H -3.333 1.123 0.350
H -3.934 -0.719 -1.153
H -5.153 -0.544 0.136
H -5.586 -2.467 1.380
H -4.330 -3.729 1.423
H -4.070 -2.190 2.274
H -0.147 -1.657 -2.789
H -1.269 -2.006 -1.497
H 2.507 -1.928 -1.739
H 3.909 -3.753 -0.911
H 2.877 -5.773 0.059
H 0.417 -5.954 0.172
H -0.991 -4.121 -0.645
H 1.423 -0.179 -2.804
*
```

Record 6
Density functional theory data (ωB97M-V/def2-TZVPD) for C27H28N4O3ReS4 as an isolated structure.

Values from the calculation:
Frontier orbital gap (alpha / beta) ... 5.39 / 6.23 eV
Molar mass ... 771.02 g/mol
E ... -86013.7599 eV
Lowest unoccupied orbital energy (alpha / beta) ... -7.753 / -6.981 eV
Largest force on an atom ... 1.8 eV/Å
Energy relative to the best compared isomer or geometry (same formula, charge and spin) ... 6.7 kcal per mole

Structure (ORCA input):
```
! RIJCOSX wB97M-V def2-TZVPD def2/J DEFGRID3
* xyz 2 2
Re 1.408 -0.778 0.345
C -2.393 -6.205 -1.930
C -1.753 -4.872 -1.680
C -2.510 -3.715 -1.557
C -1.926 -2.463 -1.334
C -2.772 -1.325 -1.078
N -2.338 -0.113 -1.083
C -2.948 1.096 -0.524
C -1.814 1.793 0.230
C -2.220 3.012 1.068
N -1.749 2.946 2.442
C -0.440 2.670 2.858
C 0.623 3.042 1.834
C 0.812 4.398 1.588
C 1.667 4.879 0.594
C 1.836 6.353 0.370
C 2.321 3.952 -0.202
C 2.158 2.577 -0.004
C 2.817 1.655 -0.901
N 2.624 0.381 -0.964
C 3.379 -0.393 -1.966
C 4.365 -1.376 -1.342
C 3.762 -2.474 -0.434
N 2.295 -2.492 -0.490
C 1.690 -3.475 -1.054
C 0.249 -3.541 -1.238
C -0.374 -4.758 -1.519
C -0.525 -2.374 -1.184
O 0.044 -1.182 -0.993
C 1.348 2.135 1.055
O 1.262 0.829 1.336
H -3.365 -6.092 -2.406
H -2.539 -6.743 -0.992
H -1.770 -6.823 -2.574
H -3.589 -3.778 -1.639
H -3.816 -1.488 -0.822
H -1.354 -0.016 -1.326
H -3.767 0.806 0.134
H -3.341 1.709 -1.336
H -1.045 2.081 -0.494
H -1.359 1.048 0.882
H -3.307 3.080 1.132
H -1.877 3.925 0.571
H -2.359 3.347 3.134
H -0.233 3.204 3.784
H 0.264 5.114 2.191
H 1.640 6.914 1.282
H 1.144 6.709 -0.395
H 2.846 6.586 0.038
H 2.968 4.294 -1.001
H 3.524 2.098 -1.602
H 3.927 0.289 -2.618
H 2.647 -0.921 -2.582
H 5.114 -0.820 -0.778
H 4.892 -1.852 -2.170
H 4.037 -2.305 0.609
H 4.148 -3.454 -0.715
H 2.282 -4.313 -1.416
H 0.239 -5.649 -1.600
O -4.966 -1.330 2.184
C -3.807 -1.162 2.399
S -2.551 -2.381 2.053
C -1.185 -1.343 2.359
C -1.435 -0.095 2.862
S -0.172 0.852 3.550
S -3.118 0.358 3.025
S 0.384 -2.028 2.035
*
```

Record 7
Density functional theory data (ωB97M-V/def2-TZVPD) for C27H28N4O4PPdTe as an isolated structure.

Values from the calculation:
Frontier orbital gap (alpha / beta) ... 5.34 / 5.34 eV
Molar mass ... 737.54 g/mol
E ... -62660.7359 eV
Lowest unoccupied orbital energy (alpha / beta) ... -4.599 / -4.600 eV
Largest force on an atom ... 3.9 eV/Å
Energy relative to the best compared isomer or geometry (same formula, charge and spin) ... 41.1 kcal per mole

Structure (ORCA input):
```
! RIJCOSX wB97M-V def2-TZVPD def2/J DEFGRID3
* xyz 1 1
Pd -0.335 -0.285 0.045
O 2.333 -1.415 -2.993
C 1.416 -1.330 -2.193
N 1.318 -0.432 -1.202
C 2.226 0.677 -1.077
C 2.278 0.975 0.399
C 3.287 0.519 1.198
C 3.168 0.488 2.592
C 1.923 0.824 3.147
C 0.925 1.316 2.363
N 1.085 1.540 0.969
C 0.215 -2.252 -2.266
C 0.142 -3.256 -3.229
C -1.018 -4.008 -3.314
C -2.072 -3.739 -2.448
C -1.918 -2.736 -1.505
N -0.802 -2.026 -1.435
H 1.830 1.527 -1.654
H 3.212 0.412 -1.480
H 4.183 0.137 0.732
H 3.978 0.137 3.206
H 1.741 0.675 4.199
H -0.026 1.652 2.756
H 0.989 -3.409 -3.880
H -1.113 -4.784 -4.058
H -2.991 -4.299 -2.501
H -2.706 -2.487 -0.800
C -3.051 1.110 -2.431
C -3.508 2.152 -1.635
C -2.602 2.843 -0.853
C -1.254 2.462 -0.853
N -0.840 1.401 -1.557
C -1.713 0.771 -2.349
C -0.254 3.330 -0.191
C -0.404 4.700 -0.430
C 0.421 5.636 0.157
C 1.422 5.224 1.022
C 1.612 3.875 1.245
C 0.804 2.923 0.627
H -3.717 0.562 -3.077
H -4.552 2.425 -1.647
H -2.934 3.659 -0.229
H -1.296 -0.005 -2.983
H -1.182 5.015 -1.108
H 0.274 6.683 -0.057
H 2.054 5.948 1.513
H 2.387 3.537 1.916
C -5.454 -2.512 3.082
C -3.947 -2.326 3.015
O -3.684 -1.300 2.052
P -2.310 -0.511 1.932
O -2.455 0.326 0.705
Te -0.387 -1.977 2.103
O -2.168 0.385 3.260
C -3.202 1.350 3.531
C -2.680 2.770 3.400
H -5.691 -3.392 3.670
H -5.855 -2.639 2.078
H -5.929 -1.646 3.538
H -3.453 -3.250 2.688
H -3.536 -2.046 3.990
H -3.537 1.147 4.552
H -4.037 1.187 2.840
H -1.840 2.932 4.072
H -3.472 3.466 3.662
H -2.371 2.970 2.375
*
```

Question: Which of these has the lowest largest force on an atom?
Answer: C27H28BrCaO6Te

Question: Which formula does entry 7 have?
Answer: C27H28N4O4PPdTe

Question: Which value of molar mass does entry 5 give?
Answer: 509.99 g/mol

Question: The highest largest force on an atom belongs to which entry?
Answer: C27H28N4O4PPdTe